Record 1
119
Properties=species:S:1:pos:R:3 method="wB97M-V/def2-TZVPD" homo_energy_ev=-9.7 total_energy_ev=-108621.3868 e_lumo_ev=-5.475 total_charge=+1 gap_ev=4.27
C 0.655 -5.272 5.106
C 0.614 -5.362 3.457
C -0.774 -6.038 2.864
Cl -2.099 -6.305 4.131
C -1.303 -5.252 1.492
C -1.596 -6.171 0.139
N -2.056 -5.619 -1.199
C -2.304 -6.597 -2.347
I -3.512 -8.362 -1.710
C -0.881 -7.091 -3.063
C 0.289 -5.943 -2.966
C -2.252 -4.094 -1.337
C -2.704 -3.381 -2.767
C -4.310 -3.485 -3.081
C -5.265 -3.674 -1.758
C -6.805 -3.936 -2.350
N -7.896 -3.534 -1.383
C -9.163 -2.953 -2.044
C -10.235 -2.635 -0.835
C -9.395 -3.076 0.542
C -7.906 -3.634 0.128
C -2.027 -3.037 -0.067
C -2.244 -1.422 -0.240
C -0.822 -0.671 -0.558
C 0.386 -1.653 -1.072
C 1.738 -0.678 -1.209
O 1.695 0.504 -1.864
O 3.039 -1.080 -0.594
C -1.544 -3.598 1.433
C -1.326 -2.620 2.736
O -1.590 -3.077 3.990
O -0.892 -1.194 2.673
C -1.643 -0.369 3.640
C -1.357 1.267 3.468
C -1.784 1.854 1.999
C -3.133 2.841 2.046
N -4.101 2.316 1.002
C -3.753 2.323 -0.477
C -4.924 1.685 -1.462
C -6.086 1.233 -0.374
C -5.469 1.679 1.109
H 0.346 -6.290 5.629
H 1.803 -5.103 5.384
H 0.090 -4.333 5.544
H 0.879 -4.318 2.943
H 1.521 -6.078 3.155
H -0.455 -7.123 2.482
H -1.400 -7.341 0.270
H -2.937 -6.121 -3.234
H -1.127 -7.213 -4.224
H -0.489 -8.116 -2.655
H 1.214 -6.361 -3.594
H -0.053 -4.941 -3.508
H 0.570 -5.645 -1.869
H -2.256 -2.284 -2.893
H -2.159 -4.022 -3.613
H -4.477 -4.407 -3.806
H -4.655 -2.497 -3.632
H -5.193 -2.702 -1.095
H -4.993 -4.596 -1.082
H -6.832 -3.329 -3.377
H -6.865 -5.083 -2.643
H -9.342 -2.785 -3.205
H -11.341 -2.211 -0.911
H -9.835 -2.999 1.645
H -7.027 -4.066 0.782
H -2.980 -1.135 -1.126
H -2.774 -1.045 0.750
H -1.006 0.125 -1.409
H -0.385 -0.064 0.372
H 0.216 -2.088 -2.157
H 0.699 -2.492 -0.299
H 2.864 -1.301 0.383
H -2.807 -0.606 3.525
H -1.358 -0.600 4.777
H -2.076 1.788 4.266
H -0.250 1.485 3.779
H -0.849 2.444 1.557
H -2.090 0.941 1.333
H -3.625 2.886 3.107
H -2.868 3.954 1.713
H -2.774 2.731 -1.019
H -4.936 1.575 -2.645
H -7.124 0.690 -0.591
H -5.944 1.548 2.178
C 2.917 6.080 -3.341
O 4.035 5.552 -2.657
P 3.895 5.187 -1.092
O 5.131 4.616 -0.471
O 2.611 4.218 -1.043
C 2.732 2.951 -1.657
O 3.357 6.550 -0.427
C 4.317 7.475 0.041
H 2.831 5.578 -4.307
H 1.985 5.934 -2.788
H 3.070 7.149 -3.509
H 3.763 2.733 -1.949
H 2.097 2.930 -2.546
H 2.390 2.185 -0.957
H 4.052 8.472 -0.320
H 5.326 7.234 -0.304
H 4.299 7.477 1.134
C 8.605 5.890 0.852
O 8.911 7.234 0.536
P 10.335 7.838 0.990
O 10.567 9.261 0.588
O 11.400 6.791 0.391
C 11.518 6.719 -1.015
O 10.385 7.554 2.573
C 9.871 8.549 3.435
H 8.161 5.418 -0.028
H 9.490 5.320 1.145
H 7.878 5.871 1.669
H 10.969 7.522 -1.515
H 11.125 5.756 -1.351
H 12.575 6.787 -1.285
H 9.212 8.076 4.167
H 9.303 9.311 2.894
H 10.703 9.024 3.961

***

Record 2
115
Properties=species:S:1:pos:R:3 method="wB97M-V/def2-TZVPD" homo_energy_ev=-4.8 total_energy_ev=-76817.8178 e_lumo_ev=1.951 total_charge=-1 gap_ev=6.78 de_lowest_kcal_mol=25.37
Na -0.206 -1.409 0.634
C -0.138 -1.144 6.184
N -1.001 -1.817 5.241
C -1.087 -3.260 5.356
C -1.134 -1.282 3.935
N -0.165 -0.978 3.165
C 1.201 -1.287 3.533
C 2.008 -1.728 2.310
N 1.907 -0.820 1.171
C 2.463 0.518 1.433
C 1.711 1.605 0.669
N 0.589 2.028 1.477
C 0.013 3.141 1.314
N 0.352 4.145 0.352
C 1.447 5.012 0.740
C 0.382 3.702 -1.042
N -1.054 3.501 2.150
C -2.022 4.510 1.748
C -1.626 2.467 3.005
C 2.533 -1.364 -0.040
C 1.863 -2.593 -0.664
N 0.648 -2.276 -1.391
C 0.097 -3.186 -2.107
N -1.071 -2.957 -2.835
C -1.802 -4.088 -3.420
C -1.937 -1.873 -2.370
N 0.630 -4.493 -2.303
C 0.925 -5.318 -1.145
C 1.415 -4.714 -3.493
N -2.442 -1.041 3.541
C -3.595 -1.458 4.319
C -2.692 -0.832 2.112
H -0.581 -1.184 7.185
H -0.037 -0.095 5.901
H 0.867 -1.581 6.249
H -0.096 -3.724 5.451
H -1.562 -3.673 4.463
H -1.679 -3.550 6.234
H 1.277 -2.102 4.259
H 1.666 -0.407 3.992
H 1.595 -2.697 2.007
H 3.060 -1.876 2.615
H 3.538 0.543 1.192
H 2.348 0.750 2.491
H 1.309 1.166 -0.255
H 2.398 2.414 0.385
H 1.401 5.205 1.813
H 1.365 5.970 0.216
H 2.435 4.590 0.508
H -0.217 2.798 -1.165
H 1.402 3.480 -1.384
H -0.028 4.483 -1.693
H -1.537 5.316 1.213
H -2.497 4.912 2.646
H -2.811 4.090 1.107
H -2.489 1.994 2.517
H -1.958 2.914 3.946
H -0.882 1.697 3.193
H 3.585 -1.634 0.169
H 2.546 -0.563 -0.783
H 1.613 -3.305 0.130
H 2.614 -3.067 -1.311
H -1.618 -5.016 -2.884
H -1.533 -4.247 -4.471
H -2.869 -3.872 -3.376
H -1.353 -0.993 -2.123
H -2.469 -2.167 -1.455
H -2.655 -1.618 -3.151
H 0.313 -4.976 -0.300
H 1.983 -5.301 -0.853
H 0.657 -6.358 -1.368
H 1.078 -4.047 -4.288
H 1.296 -5.746 -3.844
H 2.492 -4.540 -3.335
H -3.342 -1.513 5.372
H -3.981 -2.436 3.998
H -4.394 -0.726 4.189
H -2.033 -0.059 1.720
H -3.729 -0.517 1.978
H -2.507 -1.760 1.545
F -0.678 -3.217 1.020
N -6.828 6.318 -1.512
C -6.019 5.514 -1.357
C -5.003 4.504 -1.164
C -5.105 3.587 -0.117
C -4.139 2.614 0.057
C -3.035 2.513 -0.808
C -2.945 3.449 -1.855
C -3.910 4.422 -2.030
C -2.053 1.496 -0.650
C -1.193 0.623 -0.505
H -5.956 3.641 0.551
H -4.228 1.899 0.866
H -2.099 3.382 -2.530
H -3.833 5.131 -2.844
C 6.546 0.441 -3.076
C 5.038 0.428 -3.134
C 4.332 -0.757 -3.319
C 2.946 -0.759 -3.403
C 2.245 0.438 -3.311
C 2.932 1.628 -3.121
C 4.318 1.619 -3.032
S 0.438 0.538 -3.265
C 0.192 -0.410 -4.785
O 0.135 1.960 -3.637
H 6.953 -0.570 -3.054
H 6.902 0.976 -2.194
H 6.956 0.949 -3.953
H 4.876 -1.693 -3.397
H 2.413 -1.699 -3.514
H 2.362 2.549 -3.059
H 4.856 2.552 -2.880
H 0.550 0.207 -5.612
H -0.882 -0.589 -4.866
H 0.723 -1.363 -4.733

***

Record 3
119
Properties=species:S:1:pos:R:3 method="wB97M-V/def2-TZVPD" homo_energy_ev=-2.7 total_energy_ev=-94441.3705 e_lumo_ev=3.689 total_charge=-2 gap_ev=6.34 de_lowest_kcal_mol=9.61
Tl -0.116 -0.755 -0.280
C -0.965 -2.788 4.642
C -1.640 -2.459 3.354
C -2.514 -3.277 2.674
C -2.833 -2.577 1.501
N -2.193 -1.418 1.470
N -1.475 -1.319 2.635
B -0.955 0.042 3.254
N -1.886 1.224 2.875
N -2.161 1.622 1.617
C -3.055 2.589 1.709
C -3.380 2.832 3.060
C -2.607 1.938 3.772
C -2.550 1.772 5.258
C -3.609 3.264 0.476
C -4.413 2.244 -0.340
C -2.445 3.776 -0.378
C -4.521 4.428 0.865
N 0.523 0.467 3.013
N 0.868 1.306 2.004
C 2.107 1.704 2.238
C 2.592 1.117 3.420
C 1.554 0.343 3.888
C 1.578 -0.487 5.128
C 2.826 2.672 1.329
C 3.180 1.967 0.006
C 1.942 3.895 1.072
C 4.129 3.138 1.985
C -3.868 -2.960 0.466
C -3.817 -4.466 0.187
C -5.247 -2.594 1.037
C -3.642 -2.191 -0.836
H -1.449 -3.659 5.084
H 0.081 -3.037 4.459
H -1.008 -1.962 5.350
H -2.842 -4.255 2.989
H -1.076 -0.102 4.440
H -4.067 3.553 3.478
H -3.180 2.531 5.723
H -2.910 0.788 5.566
H -1.532 1.887 5.636
H -3.771 1.407 -0.614
H -5.251 1.857 0.247
H -4.804 2.699 -1.257
H -1.789 2.933 -0.606
H -2.805 4.217 -1.314
H -1.861 4.522 0.167
H -5.378 4.074 1.444
H -3.982 5.169 1.461
H -4.899 4.917 -0.037
H 3.561 1.223 3.883
H 2.506 -0.285 5.664
H 0.739 -0.267 5.790
H 1.556 -1.548 4.888
H 3.543 0.959 0.210
H 2.296 1.872 -0.628
H 3.943 2.530 -0.543
H 0.964 3.597 0.697
H 1.792 4.455 2.000
H 2.412 4.557 0.336
H 4.822 2.301 2.111
H 4.610 3.885 1.347
H 3.941 3.587 2.964
H -3.995 -5.042 1.100
H -4.589 -4.732 -0.541
H -2.848 -4.758 -0.223
H -5.448 -3.162 1.950
H -5.285 -1.529 1.283
H -6.032 -2.816 0.307
H -3.664 -1.117 -0.649
H -2.664 -2.455 -1.239
H -4.415 -2.442 -1.570
I -2.134 -0.445 -4.330
C -1.048 -2.276 -4.175
I 1.050 -2.022 -4.243
H -1.349 -2.902 -5.004
H -1.243 -2.732 -3.207
C 4.660 -3.481 -4.833
C 4.211 -3.247 -3.413
C 4.251 -1.975 -2.851
C 3.795 -1.756 -1.557
C 3.306 -2.810 -0.802
C 3.279 -4.089 -1.344
C 3.727 -4.298 -2.639
S 2.739 -2.506 0.885
O 3.142 -1.133 1.140
O 3.426 -3.537 1.654
N 1.186 -2.605 0.927
C 0.626 -3.946 0.767
C 0.071 -4.212 -0.641
O -0.062 -5.394 -1.009
O -0.288 -3.174 -1.286
H 5.300 -2.668 -5.181
H 3.797 -3.538 -5.503
H 5.214 -4.419 -4.921
H 4.633 -1.142 -3.436
H 3.831 -0.770 -1.107
H 2.909 -4.917 -0.752
H 3.686 -5.297 -3.062
H -0.231 -4.049 1.434
H 1.338 -4.728 1.035
C 2.708 3.761 -3.940
C 1.776 2.685 -4.511
C 0.511 3.337 -5.073
C 2.474 1.891 -5.610
N 1.367 1.700 -3.497
N 0.685 2.344 -2.396
H 2.907 4.544 -4.679
H 3.661 3.316 -3.636
H 2.239 4.207 -3.063
H 0.748 3.925 -5.965
H 0.061 4.000 -4.332
H -0.211 2.561 -5.339
H 2.736 2.544 -6.447
H 1.814 1.095 -5.962
H 3.389 1.426 -5.229
H 2.207 1.282 -3.107
H -0.298 2.317 -2.635
H 0.779 1.735 -1.585

***

Record 4
137
Properties=species:S:1:pos:R:3 method="wB97M-V/def2-TZVPD" homo_energy_ev=-6.7 total_energy_ev=-257760.7627 e_lumo_ev=-5.951 gap_ev=0.74 de_lowest_kcal_mol=0.00
C 5.239 0.338 -5.122
N 4.197 -0.410 -4.737
C 3.849 -0.551 -3.323
C 2.469 0.030 -2.897
C 2.578 0.976 -1.686
C 2.564 2.478 -1.954
C 2.520 3.262 -0.636
C 1.131 3.186 0.040
C 1.063 2.243 1.246
C -0.352 1.787 1.621
C -1.027 0.965 0.529
C -2.423 0.443 0.880
C -3.402 1.471 1.449
C -3.933 2.436 0.368
C -3.846 3.929 0.698
O -2.798 4.254 1.601
C -1.907 5.229 1.096
C 1.803 0.647 -4.132
C 1.215 -0.546 -4.863
O 0.813 -0.590 -6.010
N 1.224 -1.651 -3.970
C 1.401 -1.041 -2.634
C 1.454 -1.954 -1.423
C 2.762 -2.708 -1.203
C 2.674 -3.797 -0.162
F 1.812 -4.771 -0.556
F 3.899 -4.376 0.001
C 2.200 -3.265 1.231
F 0.847 -3.236 1.243
F 2.690 -2.016 1.408
C 2.637 -4.134 2.434
F 4.007 -4.007 2.630
F 2.475 -5.426 2.063
C 1.819 -3.993 3.774
F 2.602 -4.504 4.758
F 0.749 -4.807 3.654
C 1.236 -2.625 4.288
F 0.821 -2.903 5.557
F 0.134 -2.314 3.594
C 2.170 -1.368 4.367
F 3.461 -1.677 4.084
F 1.753 -0.494 3.436
C 2.128 -0.592 5.719
F 2.817 0.546 5.471
F 0.868 -0.239 6.011
C 2.837 -1.292 6.943
F 3.113 -2.577 6.680
F 3.988 -0.677 7.214
F 2.057 -1.212 8.021
H 5.711 0.973 -4.383
H 4.684 1.229 -6.165
H 5.979 -0.360 -5.674
H 4.469 -1.330 -5.146
H 3.849 -1.626 -3.167
H 4.638 -0.142 -2.691
H 1.733 0.770 -1.025
H 3.486 0.763 -1.112
H 3.447 2.784 -2.516
H 1.671 2.780 -2.503
H 3.274 2.901 0.070
H 2.728 4.311 -0.849
H 0.408 2.904 -0.727
H 0.866 4.179 0.407
H 1.681 1.352 1.097
H 1.488 2.783 2.097
H -0.281 1.160 2.515
H -0.944 2.663 1.892
H -1.040 1.493 -0.425
H -0.396 0.080 0.375
H -2.872 0.085 -0.052
H -2.334 -0.421 1.543
H -4.251 0.890 1.817
H -2.993 2.003 2.305
H -3.474 2.219 -0.598
H -4.996 2.217 0.237
H -3.663 4.467 -0.239
H -4.801 4.309 1.062
H -1.222 5.486 1.903
H -1.336 4.838 0.250
H -2.434 6.142 0.804
H 0.927 1.246 -3.855
H 2.412 1.308 -4.744
H 0.350 -2.165 -3.965
H 0.507 -0.425 -2.448
H 0.615 -2.653 -1.452
H 1.264 -1.303 -0.569
H 3.030 -3.239 -2.120
H 3.601 -2.062 -0.952
C -1.827 -2.886 -6.055
S -2.327 -1.171 -5.872
O -2.754 -0.995 -4.454
C -3.827 -1.326 -6.853
H -0.920 -3.035 -5.476
H -2.621 -3.536 -5.685
H -1.617 -3.089 -7.104
H -4.476 -2.087 -6.419
H -3.559 -1.587 -7.877
H -4.328 -0.360 -6.840
O 6.008 -1.871 -5.662
H 6.738 -2.364 -6.051
Mg 5.575 -3.676 4.071
Br 5.719 1.802 -7.590
C -0.869 -9.572 6.055
O -0.852 -10.803 6.048
N 0.145 -8.863 5.545
C 0.179 -7.415 5.433
C 1.234 -9.690 5.089
H -1.715 -8.983 6.429
H 0.280 -7.125 4.389
H 1.022 -7.016 5.997
H -0.742 -6.994 5.830
H 0.811 -10.380 4.344
H 1.634 -10.281 5.917
H 2.030 -9.108 4.634
C -8.394 4.194 0.619
Cl -7.024 5.087 1.301
Cl -7.941 3.289 -0.826
H -8.751 3.497 1.367
H -9.167 4.905 0.354
Mg 0.228 -12.096 4.184
Cl -0.624 5.484 -2.602
C -0.607 5.868 -4.348
C -0.260 4.664 -5.186
Cl 1.430 4.156 -4.961
H 0.104 6.675 -4.503
H -1.604 6.223 -4.603
H -0.387 4.904 -6.241
H -0.902 3.821 -4.940
C -7.677 8.877 3.631
C -6.385 8.086 3.144
O -5.692 8.871 2.361
H -8.281 9.181 2.780
H -8.254 8.203 4.266
H -7.372 9.749 4.201
H -6.825 7.187 2.651
H -5.874 7.725 4.055
Cl 4.334 2.811 -4.704